Molecular formula: C19H17Cl2N7
Method: DFT, wB97M-V/def2-TZVPD

Properties
* relative energy (zero: lowest compared OMol25 entry of this formula, charge and spin): 0.0 kcal per mole
* gap between HOMO and LUMO: 8.16 eV
* E_LUMO: 0.002 Ha
* max |F|: 3.02 eV/A

Structure (ORCA input):
```
! wB97M-V def2-TZVPD RIJCOSX def2/J DEFGRID3
* xyz 0 1
Cl -0.94 0.87 4.91
Cl -2.45 0.19 -0.43
N 2.91 3.43 -0.13
N 1.78 -0.60 -1.25
N 2.49 1.55 -1.38
N 0.13 1.04 0.74
N -0.31 2.47 2.38
N 1.26 -2.83 -1.09
N 0.07 -1.46 -2.58
C 2.12 2.37 -0.31
C 0.78 2.89 1.64
C 1.60 4.02 1.79
C 2.35 -3.05 -0.11
C 0.68 0.83 -2.76
C -0.70 1.34 1.83
C -3.99 -1.04 3.11
C -3.12 -0.51 4.05
C -1.80 0.50 2.27
C 1.07 2.05 0.58
C -2.01 0.22 3.66
C 1.63 0.59 -1.78
C 0.38 -3.96 -1.52
C 2.62 4.26 0.88
C -1.18 -0.04 -4.14
C -0.10 -0.25 -3.15
C -2.67 -0.01 1.33
C 1.02 -1.60 -1.67
C -3.77 -0.80 1.74
H 2.18 -2.41 0.80
H 0.50 -4.24 -2.58
H -4.47 -1.19 1.01
H 0.62 -4.85 -0.92
H 0.64 1.79 -3.23
H -4.87 -1.60 3.47
H 2.35 -4.08 0.22
H 3.21 5.15 0.97
H -0.72 0.07 -5.15
H -1.91 -0.87 -4.14
H -3.24 -0.70 5.12
H -1.75 0.84 -3.87
H 0.12 0.19 0.20
H 3.42 1.22 -1.25
H 3.34 -2.85 -0.54
H -0.67 -3.63 -1.34
H 1.40 4.69 2.64
*
```

***

Molecular formula: C19H17F2N3O5S2
Method: DFT, wB97M-V/def2-TZVPD

Properties
* gap between HOMO and LUMO: 9.19 eV
* E_LUMO: 0.011 Ha
* max |F|: 1.35 eV/A

Structure (ORCA input):
```
! wB97M-V def2-TZVPD RIJCOSX def2/J DEFGRID3
* xyz 0 1
S 4.47 -0.07 -0.38
S -3.22 0.94 -1.39
F 0.01 -2.10 2.07
F 3.81 -4.68 1.03
O 4.63 -2.54 2.39
O 2.59 0.72 -2.06
O -3.57 -0.06 -0.42
O -3.86 0.92 -2.68
O -1.26 3.45 -0.61
N 2.63 -2.12 1.39
N 1.79 0.06 -0.07
N -3.60 2.41 -0.71
C -0.65 0.42 -0.62
C 2.55 -4.58 1.47
C 0.52 -5.68 2.09
C 4.29 -0.38 1.41
C -1.79 3.32 0.69
C -2.10 4.22 -1.45
C 1.97 -3.32 1.61
C -1.44 0.87 -1.65
C -0.11 -4.45 2.20
C 0.72 0.42 -0.86
C 0.61 -3.31 1.97
C 3.89 -1.82 1.78
C 1.85 -5.75 1.72
C -3.50 3.57 -1.56
C 0.42 1.27 -3.14
C 1.23 0.84 -2.11
C -0.94 1.28 -2.88
C 2.83 0.24 -0.82
C -3.17 2.62 0.65
H -1.88 4.32 1.15
H -1.65 1.58 -3.64
H -3.14 1.64 1.12
H -3.71 3.22 -2.57
H -1.07 0.07 0.31
H 3.56 0.33 1.79
H -0.03 -6.59 2.29
H -2.18 5.24 -1.06
H 0.83 1.57 -4.09
H -1.59 4.25 -2.42
H -1.16 -4.37 2.47
H 2.05 -1.34 1.03
H -3.93 3.23 1.16
H -4.28 4.28 -1.27
H -1.06 2.74 1.25
H 5.27 -0.18 1.83
H 2.35 -6.69 1.61
*
```

***

Molecular formula: C19H17F3N2O4S
Method: DFT, wB97M-V/def2-TZVPD

Properties
* relative energy (zero: lowest compared OMol25 entry of this formula, charge and spin): 64.4 kcal per mole
* gap between HOMO and LUMO: 7.53 eV
* E_LUMO: -0.036 Ha
* max |F|: 5.02 eV/A

Structure (ORCA input):
```
! wB97M-V def2-TZVPD RIJCOSX def2/J DEFGRID3
* xyz 0 1
S 0.28 -3.58 -4.74
F -2.20 -0.66 3.11
F -3.71 -1.57 2.07
F -4.24 0.06 3.57
O -0.93 -4.11 -5.36
O 1.36 -4.49 -4.34
O 2.90 1.65 -0.57
O -3.86 1.62 1.29
N 0.94 -2.76 -5.92
N -0.50 1.19 -1.15
C 1.82 1.95 -0.08
C -3.13 0.60 1.40
C -3.36 -0.36 2.58
C 0.03 -2.25 -3.50
C -1.92 0.51 0.54
C 2.33 0.33 3.45
C 0.45 1.93 3.44
C 0.84 2.36 2.15
C -1.64 1.42 -0.37
C 1.21 0.71 5.59
C 1.69 1.50 1.34
C 0.54 2.19 -0.93
C 1.38 1.04 4.13
C -1.55 -0.71 -2.33
C -0.40 0.05 -1.98
C 1.09 -1.42 -3.11
C 2.49 0.57 2.06
C 0.93 -0.32 -2.41
C -1.35 -1.98 -3.04
H 3.33 0.16 1.51
H 1.87 -2.89 -6.04
H 0.88 1.59 6.14
H -0.43 2.46 3.89
H 0.88 2.47 -1.89
H 2.16 -1.57 -3.38
H 2.20 0.37 5.92
H 0.48 -0.06 5.73
H 0.38 -2.90 -6.82
H 1.77 0.29 -2.10
H 0.07 3.09 -0.54
H -1.41 -0.47 0.49
H -2.21 -2.63 -3.17
H 2.86 -0.52 3.92
H -2.13 2.40 -0.26
H -2.56 -0.49 -2.04
H 0.36 3.25 1.73
*
```

***

Molecular formula: C19H17N3O2
Method: DFT, wB97M-V/def2-TZVPD

Properties
* relative energy (zero: lowest compared OMol25 entry of this formula, charge and spin): 49.0 kcal per mole
* gap between HOMO and LUMO: 9.42 eV
* E_LUMO: 0.016 Ha
* max |F|: 3.26 eV/A

Structure (ORCA input):
```
! wB97M-V def2-TZVPD RIJCOSX def2/J DEFGRID3
* xyz 0 1
O 0.96 -1.40 -3.51
O 2.08 0.43 3.71
N -5.58 -0.88 1.02
N 0.94 1.38 0.21
N 0.21 -0.34 4.47
C 2.18 0.76 -3.77
C -0.40 -0.98 -3.78
C 1.33 1.12 -1.04
C -3.25 -1.49 3.57
C 0.88 -0.92 0.70
C 1.41 2.00 -3.40
C -2.33 0.02 1.96
C 1.88 -0.48 -2.92
C 0.09 0.84 2.39
C -1.17 0.13 2.75
C 1.62 2.30 -1.89
C 1.31 -1.24 -0.58
C -4.59 -0.93 1.61
C -1.06 -0.58 3.94
C 0.89 0.43 3.58
C -3.37 -0.83 2.36
C -2.12 -1.38 4.39
C 0.66 0.42 1.08
C 1.52 -0.18 -1.48
H -0.36 -0.28 -4.61
H 2.84 -1.02 -2.89
H 0.35 1.86 -3.62
H 1.50 -2.29 -0.82
H -0.85 -0.51 -2.90
H -4.05 -2.12 3.96
H 0.68 -1.73 1.39
H 3.23 1.00 -3.60
H -0.04 1.93 2.41
H -1.00 -1.86 -4.03
H 1.75 2.81 -4.06
H 0.98 3.17 -1.57
H 0.67 -0.94 5.18
H 2.69 2.58 -1.77
H -2.52 0.59 1.06
H -2.02 -1.92 5.33
H 2.07 0.51 -4.85
*
```

***

Molecular formula: C19H17N3O4S
Method: DFT, wB97M-V/def2-TZVPD

Properties
* relative energy (zero: lowest compared OMol25 entry of this formula, charge and spin): 18.3 kcal per mole
* gap between HOMO and LUMO: 9.41 eV
* E_LUMO: 0.004 Ha
* max |F|: 1.07 eV/A

Structure (ORCA input):
```
! wB97M-V def2-TZVPD RIJCOSX def2/J DEFGRID3
* xyz 0 1
S -4.50 0.32 0.46
O -5.81 -0.08 0.05
O -4.30 0.88 1.76
O 0.21 -1.64 0.95
O 2.25 2.81 0.22
N 6.11 -0.74 0.19
N 2.19 0.60 -0.36
N -3.97 1.45 -0.70
C -2.45 -2.66 -1.27
C -1.22 -2.57 -0.64
C 5.10 -1.58 -0.01
C -2.04 2.32 0.43
C 3.79 -1.17 -0.19
C 0.42 -0.89 2.14
C -1.04 -1.68 0.43
C -0.67 2.41 0.55
C -0.38 1.25 -1.53
C -2.10 -0.89 0.84
C -3.30 -0.97 0.16
C 3.51 0.19 -0.16
C -2.59 1.67 -0.68
C 5.83 0.55 0.22
C 4.56 1.08 0.05
C -3.50 -1.84 -0.89
C 0.17 1.83 -0.40
C -1.76 1.18 -1.68
C 1.64 1.84 -0.16
H -4.45 -1.86 -1.38
H 4.39 2.14 0.08
H 0.25 0.18 1.97
H -0.39 -3.18 -0.95
H -2.19 0.72 -2.56
H 1.46 -1.05 2.40
H -0.23 2.91 1.40
H 0.26 0.84 -2.30
H -2.03 -0.20 1.66
H 3.00 -1.89 -0.34
H 6.68 1.20 0.38
H 1.55 -0.16 -0.55
H -4.34 1.18 -1.61
H -0.22 -1.24 2.94
H -2.70 2.70 1.18
H 5.36 -2.63 -0.02
H -2.58 -3.36 -2.09
*
```

***

Molecular formula: C19H17N5O6W
Method: DFT, wB97M-V/def2-TZVPD

Properties
* relative energy (zero: lowest compared OMol25 entry of this formula, charge and spin): 2.6 kcal per mole
* gap between HOMO and LUMO (spin up / spin down): 7.30 / 7.52 eV
* E_LUMO (spin up / spin down): -0.009 / -0.024 Ha
* max |F|: 0.32 eV/A

Structure (ORCA input):
```
! wB97M-V def2-TZVPD RIJCOSX def2/J DEFGRID3
* xyz 0 3
W -0.14 0.04 -0.30
O -1.01 -1.00 1.22
O 2.60 -0.14 -3.44
O -3.99 0.27 -2.17
O 1.54 0.42 -1.55
O 1.42 -0.54 0.81
O -2.79 -1.65 2.41
N -0.70 1.57 -1.87
N -0.07 2.84 2.93
N -0.29 1.72 1.08
N 0.00 -1.68 -1.64
N -2.26 0.04 -0.66
C -1.37 2.58 1.21
C 3.23 -0.69 2.28
C -0.81 -2.74 -1.61
C 3.99 -0.19 3.30
C 1.09 -2.57 -3.57
C -2.30 -1.14 1.43
C -2.83 0.43 -1.82
C 1.70 1.17 2.49
C 2.07 -0.02 1.83
C 0.48 1.88 2.15
C -1.82 1.13 -2.72
C 2.51 1.66 3.53
C -0.71 -3.76 -2.54
C 3.64 1.00 3.94
C 0.25 -3.67 -3.54
C -3.14 -0.63 0.27
C 0.94 -1.60 -2.59
C 1.80 -0.35 -2.55
C -1.24 3.28 2.36
H 0.14 1.79 -2.40
H 0.33 -4.44 -4.29
H 0.28 3.11 3.83
H -1.86 4.03 2.82
H -3.93 0.03 0.65
H 4.88 -0.73 3.62
H -2.18 2.59 0.50
H 4.26 1.41 4.73
H -0.96 2.42 -1.38
H 3.49 -1.61 1.77
H -1.39 -4.60 -2.49
H -1.45 0.42 -3.46
H -3.66 -1.48 -0.20
H 2.26 2.60 4.01
H 1.85 -2.43 -4.31
H -2.29 1.96 -3.24
H -1.54 -2.76 -0.82
*
```

***

Molecular formula: C19H17NO3
Method: DFT, wB97M-V/def2-TZVPD

Properties
* relative energy (zero: lowest compared OMol25 entry of this formula, charge and spin): 73.8 kcal per mole
* gap between HOMO and LUMO: 7.65 eV
* E_LUMO: 0.004 Ha
* max |F|: 5.35 eV/A

Structure (ORCA input):
```
! wB97M-V def2-TZVPD RIJCOSX def2/J DEFGRID3
* xyz 0 1
O 0.24 -1.49 3.45
O 1.75 4.84 -1.47
O -0.69 -2.51 1.18
N 0.26 3.13 -1.01
C 1.55 -2.07 3.68
C 0.34 1.55 1.28
C 0.03 1.75 -1.12
C -0.21 -0.25 -2.56
C -0.26 3.61 0.31
C -0.14 -0.48 -0.07
C -0.39 -0.82 -3.83
C -0.64 -2.18 -3.99
C -0.56 -3.02 -2.87
C -0.27 -2.53 -1.61
C -1.97 -2.52 1.79
C -0.26 -1.11 -1.39
C -0.12 1.12 -2.44
C 1.17 3.79 -1.83
C 0.50 2.93 1.37
C 0.49 0.72 2.36
C 0.10 0.93 0.05
C -0.18 -1.26 1.14
C 0.18 -0.62 2.33
H 1.83 -2.94 3.08
H 1.52 3.43 -2.81
H -0.70 -4.05 -3.11
H -1.88 -2.51 2.81
H 0.23 3.33 2.36
H -1.32 3.52 0.40
H -2.74 -1.73 1.58
H -0.87 -2.43 -5.06
H 1.54 3.13 1.31
H -0.32 -0.25 -4.70
H -0.10 -3.30 -0.80
H 2.31 -1.33 3.50
H 0.87 1.21 3.30
H -2.54 -3.50 1.69
H 1.57 -2.44 4.71
H -0.19 1.64 -3.42
H -0.13 4.73 0.40
*
```

***

Molecular formula: C19H17NOReS4
Method: DFT, wB97M-V/def2-TZVPD

Properties
* relative energy (zero: lowest compared OMol25 entry of this formula, charge and spin): 3.7 kcal per mole
* gap between HOMO and LUMO (spin up / spin down): 7.70 / 5.58 eV
* E_LUMO (spin up / spin down): -0.237 / -0.310 Ha
* max |F|: 1.68 eV/A

Structure (ORCA input):
```
! wB97M-V def2-TZVPD RIJCOSX def2/J DEFGRID3
* xyz 2 4
Re 0.06 -1.46 -0.56
S -0.50 -1.72 -2.84
S 2.46 -1.37 -0.19
S 0.20 0.86 -0.96
S -2.34 -1.49 -0.29
O 0.09 -3.74 -0.16
N -0.03 -0.93 1.47
C 1.78 1.33 -0.42
C -2.71 -0.51 -1.74
C -3.29 0.89 -4.06
C 2.28 -1.67 1.63
C 2.07 2.69 -0.34
C 4.39 2.18 0.05
C 3.37 3.11 -0.09
C -1.21 0.10 3.27
C 1.09 -0.50 3.52
C -1.16 -0.39 1.97
C 4.10 0.82 0.01
C -0.06 0.06 4.05
C -2.24 -0.01 -4.05
C -1.91 -0.69 -2.89
C 1.08 -1.01 2.23
C -4.05 1.09 -2.92
C 2.80 0.40 -0.18
C -2.37 -0.28 1.08
C -3.79 0.36 -1.77
H -2.12 0.52 3.66
H 2.18 -2.76 1.72
H 0.40 -4.24 -0.92
H -0.75 -4.14 0.11
H 3.20 -1.36 2.12
H -3.51 1.44 -4.96
H 4.89 0.10 0.12
H -3.28 -0.46 1.66
H 1.99 -0.56 4.11
H -2.41 0.72 0.63
H -1.63 -0.16 -4.93
H 1.28 3.40 -0.50
H 5.41 2.51 0.18
H 3.58 4.17 -0.05
H -4.42 0.46 -0.90
H -0.07 0.46 5.05
H -4.87 1.79 -2.92
*
```